ORCA calculation (ωB97M-V/def2-TZVPD) on a cluster of 11 separate species, C38H76F5N5O23 in total.

Each line ends with the Löwdin charge.
Element x y z (Å)
H 10.1845 -2.0942 0.4463  0.12
H -4.1162 -1.2932 -4.7314  0.09
H 7.2883 -2.0248 -0.4027  0.13
H 9.7767 -4.2288 1.0310  0.07
C 0.4906 1.7412 3.5059  -0.13
O -11.1769 2.6932 5.4482  0.07
H -2.1087 -2.2261 -8.0618  0.08
H -9.4936 3.8758 5.9348  0.15
H 2.4358 -0.2650 1.7021  0.10
H 2.6031 2.9456 2.5345  0.11
H 0.7381 1.7168 -6.6309  0.11
C -1.7918 -3.2687 -8.0362  -0.05
H 8.4684 -0.7422 -0.7775  0.12
C 1.7063 8.7085 4.5029  -0.50
H -5.8776 2.5856 -0.5445  0.18
C 2.2088 3.1304 -4.8236  0.02
H -3.0656 -6.5196 2.4187  0.06
H 2.8434 1.8732 1.1564  0.09
C 8.1883 -1.5139 -0.0604  -0.23
H -0.6373 -3.6044 -6.1942  0.14
F 2.9727 -6.0823 -0.5721  0.11
H 3.0762 2.5140 -4.5876  0.10
H 8.6058 -3.5253 1.7300  0.07
F 2.7459 8.4523 1.5720  0.11
C 4.1434 5.1550 -6.4824  -0.28
H -1.9289 1.8895 3.0405  0.09
H 1.2233 2.0731 4.2415  0.14
H -2.5520 -3.8326 -4.8008  0.11
F -7.2008 1.5841 0.5519  0.11
H -3.6232 -3.3105 -6.0190  0.13
H -5.0901 -3.4411 2.4039  0.07
H -0.5127 -0.0651 1.3118  0.12
C -4.5774 -5.2503 1.6379  -0.38
C -8.9402 2.8539 -1.3400  -0.53
C 1.0974 4.4658 -6.7258  0.01
H 1.0759 4.6291 -7.8033  0.11
H 0.0298 2.6605 3.1443  0.14
C 3.4849 3.8318 -6.9597  -0.07
C 2.8034 -3.5509 -2.7226  -0.50
O -3.1837 5.2513 1.3567  -0.15
H 5.4376 -5.8612 8.9328  0.14
H 4.0253 -6.3422 -3.3356  0.14
C 1.6356 8.6719 2.2172  -0.34
H 1.9245 -6.1988 -2.2629  0.17
C -0.6205 0.8915 4.2013  -0.18
H -2.7094 -0.4106 -4.0407  0.08
H -0.5246 1.6868 1.1470  0.11
C 5.5172 -4.9053 8.4152  -0.08
H -9.9222 3.8781 4.1793  0.15
C -1.6098 -3.8325 -6.6305  -0.46
H 9.2269 -3.4920 -2.0272  0.07
H -0.4243 -0.1766 4.1074  0.11
H 3.5441 5.9431 -6.9384  0.11
H -2.7177 -5.4605 -6.9954  0.07
O -3.7220 7.2154 0.4214  -0.11
O 3.5076 -2.3141 7.6387  0.19
C -9.2338 1.9909 4.8677  -0.35
H 2.5446 1.4190 -6.9899  0.11
C 2.6783 -5.5972 -1.7550  -0.40
C 1.6058 10.1269 2.6688  -0.09
C 3.9834 -5.5617 -2.5759  -0.05
F -7.9112 2.0319 5.1060  0.09
H -5.6759 -7.1688 2.2790  0.12
O -1.8809 1.0749 3.5461  -0.07
O 1.7884 8.3091 5.6316  0.16
H -4.5545 -5.7473 0.6681  0.12
H 1.5801 5.2668 -6.1660  0.08
H -3.0404 -1.9976 -3.4830  0.08
C -3.1978 -5.4394 2.3580  -0.08
O 4.7334 -3.7860 8.7018  0.09
F 4.5025 -6.2116 6.9185  0.08
H 0.7448 8.4183 1.6426  0.18
N 1.1575 1.1802 2.3102  -0.34
O -9.8075 1.0909 5.7375  0.20
H 9.5259 0.3093 1.3842  0.08
H -6.6809 -5.7855 1.7094  0.11
H -1.8276 -5.6700 -5.6469  0.07
C 9.3181 -2.5875 0.0057  -0.42
O -8.9182 3.6187 -0.2773  0.11
H 1.2146 -0.7396 2.9729  0.10
O 3.9318 -4.2522 -3.0528  0.04
H 2.3217 10.7787 2.1681  0.14
H -9.3195 1.6230 3.8452  0.18
O 1.5731 7.9608 3.4247  0.15
H 0.6099 10.5655 2.6075  0.14
C 2.0928 2.2928 1.8262  -0.01
H 3.5979 6.1262 -5.0139  0.09
C -2.5947 -3.1888 -5.6793  -0.22
H 4.1108 3.0311 -6.5657  0.12
H -2.4581 -3.8837 -8.6411  0.07
H 4.8758 -5.4861 -1.9546  0.14
O -2.1205 -1.8641 -5.2614  -0.18
H 5.0845 5.3511 -6.9964  0.13
H -7.4037 4.0146 1.1532  0.15
H 1.4165 2.2532 -8.0726  0.10
N -1.8231 -5.2619 -6.5708  0.03
H 2.3755 4.1410 -4.4511  0.08
O 2.2021 -4.3235 -1.7466  0.13
H 8.2218 0.6353 2.4472  0.09
H 1.5030 2.9572 1.1946  0.10
C -3.0970 6.1062 0.4483  -1.14
O -2.4712 5.9200 -0.5969  -0.12
C 0.1238 0.8120 1.1946  0.04
H -7.4722 -5.3290 5.0826  0.09
H -5.4301 -3.7570 0.8615  0.06
C -9.8945 3.2982 5.1018  0.00
C -6.9454 2.4321 -0.3891  -0.37
C 5.3180 -5.1520 6.9071  -0.30
H 10.5046 -4.1625 -1.0759  0.07
N 2.1012 3.3764 -6.3725  -0.36
H -2.3806 -4.9282 1.8492  0.07
H 3.2547 3.6731 -8.0132  0.13
C 1.6833 2.0858 -7.0291  -0.03
H 0.6265 0.8494 0.2282  0.09
H -7.3544 -7.0539 4.4881  0.08
N -4.6810 -3.7643 1.5389  0.04
O 7.8060 -0.9963 1.1514  -0.17
O -11.8328 0.9358 6.7130  0.12
H -7.0381 4.4900 -0.5081  0.15
C 1.9839 -0.0310 2.6660  0.02
H -0.7727 1.1950 5.2371  0.13
H -0.8434 -3.3738 -8.5631  0.07
O 4.2490 5.4310 -5.1339  -0.04
H 8.2540 0.9406 0.6359  0.08
H 1.2443 2.6700 -4.6089  0.09
H 10.6484 -2.5833 -1.7784  0.07
C -5.7965 -6.0855 2.2716  -0.20
C 8.4401 0.2441 1.4535  -0.10
H 2.7205 0.1594 3.4465  0.12
H 0.1507 4.1484 -6.2887  0.11
O -6.0156 -5.6441 3.5765  -0.22
C 4.2677 -3.2163 7.5819  -0.54
C -7.2274 -5.9964 4.2564  -0.08
C -3.0888 -1.3756 -4.3768  -0.15
C -10.9737 1.4845 6.0027  -0.59
O -7.6973 2.2531 -1.5581  0.11
C 9.9532 -3.2394 -1.2546  -0.06
O 2.4454 -2.5126 -3.1566  0.18
N 8.9319 -3.7278 0.7958  0.02
C -7.5782 3.7691 0.1056  -0.06
O 4.7059 -3.9499 6.5121  0.12
H 6.1592 -5.2246 6.2178  0.17
H -7.9982 -5.9002 3.4917  0.07
H -3.2004 -5.2803 3.4364  0.07
O -9.8903 2.5115 -2.0143  0.14
H 6.5203 -4.6317 8.7424  0.13
O 1.8582 10.0302 4.0240  0.04

Properties
**Relative energy (zero: lowest compared OMol25 entry of this formula, charge and spin)**: 561.20 kJ/mol
**Highest occupied orbital energy**: -2.566 eV
**Largest force on an atom**: 7.17 eV/Å
**Calculated total energy**: -3996.57273 Eh